C4H11OP | ωB97M-V with the def2-TZVPD basis set

Element x y z (Å)
C -1.770884 1.561489 -0.046424
C 1.397716 -1.592273 0.883005
C -1.817832 0.085191 -0.017379
C 0.934564 -0.579170 -0.133044
O 0.959879 -1.017666 -1.468252
P 1.773311 1.039115 -0.321490
H -2.602486 2.049324 0.461749
H -1.855645 1.911807 -1.081518
H -0.706779 1.819039 0.271393
H 1.580869 -1.227338 1.851828
H 2.324189 -1.995199 0.416233
H 0.714571 -2.479524 0.994456
H -2.240202 -0.327548 -0.915395
H -1.694168 -0.460001 0.955024
H 1.124873 -1.929637 -1.488850
H 1.159876 1.788156 0.814373
H 0.718149 1.354243 -1.175709

Forces on atoms 1 to 3 (eV/Å):
1.56 0.13 -0.46
-0.54 -1.54 -2.14
0.32 -0.32 1.05

Computed properties:
- HOMO-LUMO gap (spin up / spin down): 8.26 / 8.06 eV
- ΔE to the lowest compared entry with this formula, charge and spin: 116.3 kcal per mole
- HOMO level (spin up / spin down): -7.66 / -7.21 eV

C4H11P | ωB97M-V with the def2-TZVPD basis set

Element x y z (Å)
C -0.855441 -1.511066 0.498535
C 2.209903 0.001890 -0.274037
C -2.189958 0.733655 0.038863
C 0.970290 0.621695 0.411758
P -0.614567 -0.090369 -0.333814
H -0.135832 -2.240153 0.920036
H -1.925037 -1.777448 0.380301
H 2.664570 0.708378 -1.102276
H 3.165665 -0.160331 0.348847
H 2.133233 -0.953508 -0.805423
H -3.016446 -0.012017 -0.099340
H -1.957098 0.613322 1.113073
H -2.446787 1.658941 -0.496956
H 1.232399 1.661687 0.135071
H 0.841046 0.485646 1.444835
H -0.075933 0.259682 -2.179478

Forces on atoms 1 to 3 (eV/Å):
-0.55 -0.62 -0.14
3.15 0.09 -1.18
-0.13 -0.96 -0.19

Computed properties:
- HOMO-LUMO gap: 8.36 eV
- ΔE to the lowest compared entry with this formula, charge and spin: 84.9 kcal per mole
- HOMO level: -7.48 eV

C4H11PS | ωB97M-V with the def2-TZVPD basis set

Element x y z (Å)
C 0.215355 -1.029019 -1.228731
C 1.094490 1.053758 0.020048
C -0.014433 -1.017154 1.211717
C 0.013600 -0.143280 -0.052918
P -1.569478 0.843737 -0.082985
S -3.270894 -0.047028 0.047582
H -0.708528 -1.413544 -1.777866
H 0.884438 -0.648999 -1.910174
H 0.685569 -1.880663 -0.959822
H 1.583015 1.382962 -0.976197
H 1.938058 0.613988 0.604104
H 0.711694 1.871017 0.538747
H -0.875675 -1.533487 1.278307
H 0.884320 -1.677487 1.050286
H 0.198277 -0.401506 2.096029
H -1.516944 1.436701 -1.258377
H -0.252868 2.589996 1.400248

Forces on atoms 1 to 3 (eV/Å):
-3.36 0.28 -1.54
2.17 -3.49 -1.83
4.74 2.18 -0.55

Computed properties:
- HOMO-LUMO gap (spin up / spin down): 7.42 / 7.70 eV
- ΔE to the lowest compared entry with this formula, charge and spin: 98.7 kcal per mole
- HOMO level (spin up / spin down): -8.30 / -9.09 eV

C4H11PS | ωB97M-V with the def2-TZVPD basis set

Element x y z (Å)
C 1.809897 0.486986 -1.133057
C -2.588827 -1.847620 0.746672
C 1.072929 -0.432844 -0.249546
C -2.649613 -0.761362 1.761253
P 1.824661 -1.676238 0.663183
S -2.850552 0.717784 1.136738
H 1.837115 1.544396 -0.954576
H 2.902087 0.236647 -1.202380
H 1.378402 0.424951 -2.263103
H -2.006090 -1.767605 -0.137258
H -3.574946 -1.982576 0.302116
H -2.277512 -2.799217 1.264084
H 0.002139 -0.253820 -0.377397
H -2.450687 -0.935920 2.809242
H 3.158170 -1.576669 0.443397
H 0.607071 3.824507 0.651151
H 0.395648 4.533058 0.212802

Forces on atoms 1 to 3 (eV/Å):
1.30 -0.44 -3.63
-0.60 -2.76 1.81
1.41 -0.65 0.30

Computed properties:
- HOMO-LUMO gap: 8.41 eV
- ΔE to the lowest compared entry with this formula, charge and spin: 93.8 kcal per mole
- HOMO level: -8.70 eV

C4H11S | ωB97M-V with the def2-TZVPD basis set

Element x y z (Å)
S -0.245329 -0.500361 2.319675
H -0.118825 -0.637128 3.647801
C -0.736797 -0.832254 -1.635304
C 0.220603 0.047293 -0.856586
C 1.468087 0.356778 -1.685193
C -0.480010 1.317012 -0.382738
H -1.603993 -1.152076 -1.049045
H -1.151193 -0.337871 -2.523972
H -0.275274 -1.768825 -1.966590
H 0.556510 -0.496997 0.032328
H 2.062237 1.114080 -1.159841
H 1.237210 0.771191 -2.671645
H 2.129435 -0.508221 -1.767036
H -1.217282 1.065691 0.378867
H 0.210063 2.009012 0.100209
H -1.016055 1.784776 -1.220988

Forces on atoms 1 to 3 (eV/Å):
0.02 -0.09 0.38
-0.03 -0.06 0.07
-0.54 -0.61 -0.17

Computed properties:
- HOMO-LUMO gap: 6.39 eV
- ΔE to the lowest compared entry with this formula, charge and spin: 3.1 kcal per mole
- Total charge: -1
- HOMO level: -2.58 eV

C4H11S2 | ωB97M-V with the def2-TZVPD basis set

Element x y z (Å)
C 1.177314 -2.407464 -1.242009
S 1.495352 -2.596210 0.588841
C 0.597537 -1.090110 1.180741
H 1.939417 -3.219893 -1.484309
H 1.619772 -1.405007 -1.360703
H 0.161247 -2.548638 -1.464069
H 0.879502 -0.319430 0.459777
H -0.540971 -1.173102 1.230192
H 1.089939 -0.878021 2.140048
C -0.860984 2.634077 -0.309051
C -1.238651 1.356236 0.412984
S -1.611842 -0.014648 -0.778438
H -1.671063 2.978399 -1.006710
H 0.092381 2.472473 -0.858786
H -0.736534 3.496918 0.387402
H -2.030038 1.610255 1.117746
H -0.362378 1.104164 0.986345

Forces on atoms 1 to 3 (eV/Å):
3.65 -0.62 2.41
-1.24 0.52 -0.01
0.05 -0.73 0.29

Computed properties:
- HOMO-LUMO gap: 5.86 eV
- ΔE to the lowest compared entry with this formula, charge and spin: 22.1 kcal per mole
- Total charge: -1
- HOMO level: -2.55 eV

C4H11S2 | ωB97M-V with the def2-TZVPD basis set

Element x y z (Å)
C 1.722434 0.618141 -1.811858
S 3.136444 0.350228 -0.722478
C 2.337258 -0.612096 0.609385
H 1.910507 1.562438 -2.317574
H 1.637848 -0.225607 -2.487225
H 0.854707 0.738861 -1.164588
H 1.316999 -0.269288 0.767579
H 2.987901 -0.642611 1.481898
H 2.300971 -1.659022 0.294403
C -3.769044 -0.323085 1.785822
C -2.794512 0.581018 1.040227
S -1.763883 -0.454287 -0.124446
H -4.407949 -0.758937 1.015475
H -3.253900 -1.112169 2.320713
H -4.400453 0.254315 2.476929
H -3.235892 1.381396 0.454041
H -2.110253 1.049674 1.750545

Forces on atoms 1 to 3 (eV/Å):
0.32 0.11 0.60
0.25 0.07 0.60
0.42 -0.80 -0.81

Computed properties:
- HOMO-LUMO gap: 5.69 eV
- ΔE to the lowest compared entry with this formula, charge and spin: 8.1 kcal per mole
- Total charge: -1
- HOMO level: -2.47 eV

C4H11S3 | ωB97M-V with the def2-TZVPD basis set

Element x y z (Å)
C 1.557278 -2.707105 -2.592095
C 1.774007 -1.256306 -3.028184
C 2.116285 -0.276020 -1.906712
S 0.987039 -0.340219 -0.469759
H 2.511287 -3.219419 -2.455127
H 0.996921 -3.225411 -3.376739
H 0.981883 -2.756061 -1.667485
H 2.605570 -1.282351 -3.749223
H 0.889750 -0.858287 -3.531430
H 2.145833 0.734410 -2.323724
H 3.132073 -0.417850 -1.531180
C -1.326768 -0.688538 1.464100
S -0.659312 0.994203 1.370006
S -2.376179 1.955358 2.263443
H -2.119722 -0.710717 2.209771
H -0.521895 -1.343464 1.789030
H -1.784746 -1.017167 0.535869
H -2.780709 2.655926 1.196779

Forces on atoms 1 to 3 (eV/Å):
-0.31 0.16 -0.26
0.33 -0.11 0.18
0.24 0.36 0.48

Computed properties:
- HOMO-LUMO gap: 5.72 eV
- ΔE to the lowest compared entry with this formula, charge and spin: 17.4 kcal per mole
- Total charge: -1
- HOMO level: -2.65 eV

C4H11S3 | ωB97M-V with the def2-TZVPD basis set

Element x y z (Å)
C -3.579869 -0.461816 -0.846378
C -3.098402 0.987810 -0.941122
C -1.590865 1.101867 -0.812758
S -1.011978 0.797266 0.897723
H -3.205667 -1.056095 -1.679213
H -4.667135 -0.517830 -0.755931
H -3.171329 -0.828260 0.102417
H -3.439449 1.405591 -1.915220
H -3.658705 1.630519 -0.250627
H -1.239599 2.064504 -1.182764
H -1.171596 0.335142 -1.478656
C 1.092136 -2.045795 0.838428
S 2.172206 -1.169449 -0.354153
S 2.519237 0.735161 0.362299
H 1.561760 -3.005465 1.063385
H 0.127853 -2.251356 0.378613
H 0.906517 -1.393793 1.680892
H 1.260031 1.099906 0.707573

Forces on atoms 1 to 3 (eV/Å):
0.13 0.57 0.96
-1.01 0.44 -1.10
0.08 -0.34 0.26

Computed properties:
- HOMO-LUMO gap: 6.23 eV
- ΔE to the lowest compared entry with this formula, charge and spin: 7.8 kcal per mole
- Total charge: -1
- HOMO level: -2.90 eV

C4H12 | ωB97M-V with the def2-TZVPD basis set

Element x y z (Å)
C -0.679142 1.079311 -1.386307
C -0.516764 -0.106125 -2.325397
H -0.741408 0.791538 -0.335139
H 0.116685 1.829408 -1.403130
H -1.642729 1.579643 -1.544284
H -1.468507 -0.565506 -2.564324
H 0.020450 -0.913097 -1.807597
H 0.172855 0.087218 -3.140298
C 0.491588 -0.080325 2.503133
C 0.652618 -0.833265 1.180790
H -0.556125 -0.019362 2.798781
H 1.117363 -0.564557 3.254502
H 0.821490 0.954655 2.409924
H 1.162960 -0.309517 0.370647
H 1.317568 -1.705349 1.248778
H -0.268903 -1.224669 0.739924

Forces on atoms 1 to 3 (eV/Å):
-0.80 0.41 0.61
1.11 -0.66 1.12
0.11 -0.30 -0.12

Computed properties:
- HOMO-LUMO gap (spin up / spin down): 2.76 / 12.15 eV
- ΔE to the lowest compared entry with this formula, charge and spin: 11.0 kcal per mole
- Total charge: -1
- Multiplicity: 2
- HOMO level (spin up / spin down): 1.58 / -7.56 eV
- ⟨S²⟩: 0.750

C4H12 | ωB97M-V with the def2-TZVPD basis set

Element x y z (Å)
C -2.778200 -0.293062 0.558605
C -1.982802 -0.083419 1.862336
H -3.593441 0.425071 0.449746
H -2.174114 -0.093219 -0.332398
H -3.194247 -1.299297 0.491533
H -2.344667 0.852114 2.297771
H -0.913364 -0.140496 1.705463
H -2.309389 -0.769970 2.646430
C 2.216302 -0.231293 -1.813392
C 2.607671 0.571691 -0.557379
H 1.583731 0.424676 -2.422924
H 3.076904 -0.413321 -2.461992
H 1.594116 -1.105669 -1.639076
H 1.882667 0.443425 0.238718
H 3.546978 0.090699 -0.244306
H 2.781848 1.622070 -0.779132

Forces on atoms 1 to 3 (eV/Å):
0.09 0.07 -0.20
-1.44 0.21 0.08
-0.21 -0.09 0.30

Computed properties:
- HOMO-LUMO gap (spin up / spin down): 2.88 / 12.31 eV
- ΔE to the lowest compared entry with this formula, charge and spin: 8.5 kcal per mole
- Total charge: -1
- Multiplicity: 2
- HOMO level (spin up / spin down): 1.54 / -7.82 eV
- ⟨S²⟩: 0.750

C4H12 | ωB97M-V with the def2-TZVPD basis set

Element x y z (Å)
C -0.707249 0.397966 1.309935
C -1.324753 0.443018 2.697821
H -1.472142 0.469918 0.549868
H 0.037164 1.185590 1.214346
H -0.135599 -0.516812 1.163003
H -0.592857 0.213236 3.476292
H -2.194585 -0.211592 2.806987
H -1.728866 1.422095 2.968065
C 0.747531 -0.030399 -1.381211
C 1.252044 -0.796282 -2.589231
H 1.231533 -0.475513 -0.514642
H 1.068864 1.009327 -1.472205
H -0.329621 -0.059964 -1.274635
H 0.775082 -0.488925 -3.531126
H 2.292309 -0.707193 -2.903364
H 1.081151 -1.854467 -2.519897

Forces on atoms 1 to 3 (eV/Å):
0.30 -0.14 0.79
-0.34 0.20 0.38
-0.08 0.15 -0.33

Computed properties:
- HOMO-LUMO gap (spin up / spin down): 2.71 / 12.21 eV
- ΔE to the lowest compared entry with this formula, charge and spin: 5.3 kcal per mole
- Total charge: -1
- Multiplicity: 2
- HOMO level (spin up / spin down): 1.46 / -7.75 eV
- ⟨S²⟩: 0.750

C4H12 | ωB97M-V with the def2-TZVPD basis set

Element x y z (Å)
C -2.248804 -1.044581 1.046609
C -2.261492 -0.007995 -0.061633
H -2.425068 -0.647922 2.012175
H -2.990204 -1.813368 0.861102
H -1.189783 -1.376807 1.012988
H -2.944000 0.822020 0.021887
H -1.298681 0.563214 0.021722
H -2.231658 -0.463405 -1.018452
C 1.989672 0.671698 -1.206894
C 2.331811 0.405552 0.228499
H 1.709939 -0.225958 -1.610363
H 1.135050 1.380345 -1.370524
H 2.978126 1.047078 -1.561170
H 2.044653 1.178388 0.871572
H 3.432919 0.050832 0.201114
H 1.967520 -0.539087 0.551364

Forces on atoms 1 to 3 (eV/Å):
0.91 -0.05 -1.14
1.78 1.65 1.11
-0.19 0.57 0.96

Computed properties:
- HOMO-LUMO gap: 12.35 eV
- SMILES string: CC.CC
- ΔE to the lowest compared entry with this formula, charge and spin: 24.0 kcal per mole
- HOMO level: -11.27 eV

C4H12 | ωB97M-V with the def2-TZVPD basis set

Element x y z (Å)
C 0.386446 1.823133 0.753580
C 0.473921 1.405184 2.198053
H 1.220525 2.415101 0.377287
H 0.181170 0.964444 0.116989
H -0.383601 2.447187 0.373560
H -0.420165 0.850005 2.577792
H 0.646736 2.319474 2.868845
H 1.265439 0.513386 2.374242
C 0.301842 -1.451097 -1.347846
C -1.200453 -1.872823 -1.540817
H 0.585895 -0.447317 -1.788464
H 0.528721 -1.286045 -0.294235
H 1.124938 -1.954959 -1.862760
H -1.910614 -1.163349 -0.966474
H -1.600859 -1.618310 -2.538154
H -1.199947 -2.944009 -1.301592

Forces on atoms 1 to 3 (eV/Å):
0.29 -0.60 -1.11
0.71 -1.14 1.81
0.68 -0.63 0.21

Computed properties:
- HOMO-LUMO gap: 12.23 eV
- SMILES string: CC.CC
- ΔE to the lowest compared entry with this formula, charge and spin: 27.7 kcal per mole
- HOMO level: -11.15 eV

C4H12 | ωB97M-V with the def2-TZVPD basis set

Element x y z (Å)
C -0.253242 -0.058381 -1.696186
C -0.165312 -0.517348 -3.151537
H 0.213678 -0.802745 -1.068732
H 0.262550 0.878006 -1.475024
H -1.244587 0.343112 -1.510021
H -1.123051 -0.589502 -3.660925
H 0.300128 -1.503761 -3.245052
H 0.407878 0.132308 -3.818176
C -0.350497 0.451409 1.913496
C 0.742726 0.131965 2.947031
H -0.025276 0.197472 0.909294
H -1.263943 -0.104767 2.103376
H -0.686861 1.482873 1.988134
H 1.245967 1.050887 3.233034
H 0.299224 -0.212249 3.880433
H 1.432866 -0.631934 2.607268

Forces on atoms 1 to 3 (eV/Å):
0.28 1.25 -0.88
0.42 -0.07 -0.83
-0.76 -0.17 0.62

Computed properties:
- HOMO-LUMO gap: 12.47 eV
- SMILES string: CC.CC
- ΔE to the lowest compared entry with this formula, charge and spin: 12.2 kcal per mole
- HOMO level: -11.37 eV